Entry from OMol25: a structure of composition C15H30CaF12O15P2 in a non-equilibrium geometry (ωB97M-V/def2-TZVPD).

Geometry as XYZ:
```
75
Properties=species:S:1:pos:R:3:forces:R:3
Ca -0.93815 -0.23531 0.38320 0.246 -0.625 0.182
P -3.75813 -0.00334 1.51846 -2.015 -0.192 0.931
F -2.34621 -0.46701 2.21257 -0.280 1.215 0.737
F -3.28668 -1.08821 0.35970 -0.858 0.645 -0.311
F -4.50681 -1.16720 2.35558 0.154 0.736 -1.032
F -5.07356 0.46662 0.68956 0.382 -1.129 0.102
F -4.15429 1.07363 2.66587 1.028 -0.487 -0.318
F -2.96078 1.18047 0.67622 0.717 -0.357 0.383
P 0.34589 -3.23394 2.52210 0.749 -2.659 4.104
F 0.81004 -2.30278 3.83371 -0.511 0.433 -1.262
F -0.34087 -1.97305 1.80052 -0.095 0.055 -0.025
F 1.75504 -2.90404 1.85042 0.322 0.558 -1.235
F -0.07555 -4.24474 1.29241 0.188 1.045 0.675
F 1.11302 -4.46439 3.31310 -0.514 -0.040 -0.850
F -0.99693 -3.60413 3.37238 0.239 0.503 -1.365
C -1.18139 2.94093 3.57232 -1.458 -0.765 -0.315
O 0.17501 2.54888 3.76904 0.477 -0.386 -0.204
C 0.64412 1.44982 3.12663 0.254 0.817 2.421
O 0.06255 0.85928 2.27464 0.098 -0.297 -0.613
O 1.82780 1.04634 3.65106 -0.685 0.763 -0.620
C 2.38247 1.69861 4.80643 0.232 0.537 0.557
H -1.89379 2.13106 3.74370 0.412 -0.473 0.160
H -1.43358 3.22539 2.55044 0.557 0.427 -0.030
H -1.47558 3.68453 4.31022 0.663 0.287 -0.199
H 1.90794 1.35813 5.72604 0.052 -0.426 -0.168
H 2.31466 2.78565 4.85810 -0.426 0.010 -0.714
H 3.45482 1.50971 4.81255 -0.171 -0.553 -0.060
C 0.44619 -0.01020 -3.54199 0.794 -0.802 0.088
O -0.87881 0.41782 -3.89566 1.037 0.001 -0.484
C -1.77306 0.53780 -2.95449 -1.015 0.062 1.392
O -1.57804 0.35502 -1.75745 -0.515 0.022 -1.730
O -2.92675 0.91804 -3.51489 0.377 -0.326 0.302
C -4.10431 1.06388 -2.69869 -0.015 0.458 1.206
H 0.96262 0.51365 -2.73798 -0.621 0.622 -0.012
H 1.06623 0.03973 -4.43544 -0.350 0.303 -0.125
H 0.50468 -1.04924 -3.21648 -0.642 -0.090 -0.031
H -3.95672 1.74414 -1.85769 0.419 0.376 -0.264
H -4.41087 0.17436 -2.14780 0.107 -0.470 -0.691
H -4.88641 1.47405 -3.33282 0.160 -0.325 -0.121
C 3.39811 -0.09354 1.39152 -0.864 0.785 1.359
O 3.47300 -0.63991 0.08316 1.287 -0.053 -0.251
C 2.42146 -0.87959 -0.65771 0.575 1.133 -0.116
O 1.27054 -0.68344 -0.32778 0.783 -0.490 -0.861
O 2.80701 -1.21810 -1.91989 -1.787 0.189 0.065
C 4.15751 -1.33056 -2.31731 1.589 -0.767 0.963
H 2.96150 0.90399 1.44380 -0.761 -0.272 -0.728
H 4.36799 0.16990 1.81348 0.513 -1.082 -0.555
H 2.83549 -0.75377 2.04953 0.131 -0.017 -0.035
H 4.60198 -2.19102 -1.81357 0.074 0.132 0.336
H 4.75409 -0.45495 -2.06355 -0.219 0.096 0.002
H 4.32455 -1.58543 -3.36307 -1.071 0.422 -0.211
C -3.64548 -3.02752 -1.94979 0.146 1.628 1.783
O -2.38981 -3.65776 -2.13242 0.881 -0.590 -0.486
C -1.24484 -3.25902 -1.51615 -0.996 -0.460 -0.980
O -1.14812 -2.36578 -0.71324 0.213 -0.156 -0.427
O -0.28928 -4.02340 -2.04151 -0.116 -0.530 -0.169
C 1.09421 -3.88673 -1.67480 -0.229 1.131 0.586
H -4.41003 -3.24251 -2.69281 0.651 -0.664 -0.259
H -3.51292 -1.94424 -1.91848 0.110 0.074 -0.264
H -4.01153 -3.23179 -0.94291 -0.187 -0.363 -0.114
H 1.58440 -3.25341 -2.41300 -0.144 0.124 0.031
H 1.64883 -4.82299 -1.65798 -0.766 -0.328 0.046
H 1.10040 -3.41797 -0.69082 0.424 -0.091 0.002
C -0.50226 4.06137 -2.16169 -1.199 0.043 -0.346
O 0.62173 3.58494 -1.45275 0.688 0.035 0.062
C 0.64039 2.62813 -0.54189 0.930 -0.265 -0.626
O -0.27027 1.92922 -0.18543 0.267 1.037 -0.108
O 1.90528 2.42570 -0.11671 -1.388 -0.684 0.768
C 3.00380 3.19326 -0.53883 1.061 0.024 0.024
H -0.76510 5.02506 -1.72831 0.003 0.054 -0.308
H -1.39703 3.43702 -2.17138 0.213 -0.408 0.735
H -0.25437 4.11702 -3.22103 0.455 0.386 0.177
H 3.14063 3.09398 -1.61491 -0.148 0.615 -0.013
H 3.88914 2.74712 -0.08341 -0.172 -0.379 0.059
H 3.00321 4.19675 -0.11391 -0.441 0.221 -0.602
```
Positions in Å, forces in eV/Å.

Largest force on an atom, Eh/bohr: 0.09621
Frontier orbital gap, eV: 10.6
Relative energy (zero: lowest compared OMol25 entry of this formula, charge and spin), eV: 0.000
Charge: 0
HOMO level, Ha: -0.399

Löwdin atomic charge list, values in e, 6 entries: atom 1 (Ca): 1.53, atom 2 (P): 0.25, atom 3 (F): -0.23, atom 4 (F): -0.21, atom 5 (F): -0.12, atom 6 (F): -0.15